C44H38F5N2O2SSiTeV as an isolated structure, computed with the ωB97M-V functional and the def2-TZVPD basis.

Its HOMO energy (alpha / beta) is -4.1 / -4.8 eV. The largest force on an atom is 0.0811 Eh/bohr. As for the LUMO energy (alpha / beta): 2.19 / 1.50 eV. Its spin multiplicity is 4. As for the total charge: -1. The value obtained for the HOMO-LUMO gap (alpha / beta) is 0.2303 / 0.2300 Eh.

Geometry as XYZ:
```
95
Properties=species:S:1:pos:R:3:forces:R:3
V 0.475033 -1.111019 -1.227866 -0.198 -1.084 -4.024
C -1.143867 2.985681 3.812234 -0.027 -0.059 -0.048
C -0.730667 1.816581 2.964234 -0.015 0.083 -0.018
C -0.408767 0.590681 3.509134 -0.021 -0.009 -0.160
C -0.076367 -0.510519 2.708934 0.048 0.144 -1.100
C 0.248233 -1.831819 3.243934 0.134 -0.443 0.038
O 0.519633 -2.792819 2.545034 -0.065 0.181 0.536
C 0.299133 -2.005019 4.731734 0.046 -0.294 0.228
C 1.488733 -2.475919 5.275034 -0.015 0.077 -0.054
C 1.582233 -2.747319 6.626034 0.060 -0.027 0.110
C 0.477833 -2.578619 7.444034 -0.055 0.030 0.119
C -0.714267 -2.122519 6.907534 -0.119 0.002 0.088
C -0.805467 -1.832019 5.556634 0.066 0.026 -0.139
C -0.005067 -0.344019 1.297834 -0.633 1.702 1.656
O 0.411633 -1.266019 0.504034 0.322 -1.218 2.495
C -0.358067 0.927581 0.749134 -0.079 -0.473 0.311
C -0.710967 1.970881 1.570534 0.056 -0.244 0.218
C -0.289367 0.933281 -0.730566 -1.489 1.487 -0.400
N 0.918333 0.730681 -1.318966 0.467 0.290 -0.346
C 2.097133 1.296481 -0.720266 0.200 -0.032 0.042
C 2.067733 2.817481 -0.766366 -0.032 -0.115 -0.276
Te 1.252333 3.541181 -2.636966 -0.245 0.475 0.332
C -0.608267 4.225381 -1.805766 0.575 -0.092 -0.226
C -1.810867 3.991281 -2.457566 0.168 0.010 -0.241
C -3.003967 4.410581 -1.895566 -0.077 0.105 0.000
C -3.008267 5.076381 -0.681866 -0.116 0.044 -0.023
C -1.808067 5.354381 -0.050866 -0.027 0.036 0.117
C -0.615667 4.935681 -0.613866 0.223 0.050 0.103
C -1.427567 0.928381 -1.538866 1.518 -0.354 0.821
C -1.279067 0.809881 -2.969366 -0.178 0.268 -1.070
C -2.336567 0.604181 -3.768366 0.496 0.220 0.197
C -3.664067 0.334381 -3.180666 -0.122 -0.787 -0.117
C -3.818967 0.954181 -1.842066 0.316 0.181 0.523
C -2.755767 1.127281 -1.040366 -1.095 0.034 -0.029
H -0.936167 2.812881 4.865634 0.025 -0.001 0.079
H -2.214767 3.164081 3.701234 -0.042 0.105 0.063
H -0.618967 3.885981 3.494834 -0.008 0.116 0.063
H -0.406667 0.469081 4.584334 -0.023 0.057 0.017
H 2.335133 -2.625419 4.622534 0.098 -0.047 -0.091
H 2.511933 -3.100519 7.046634 0.106 -0.045 0.009
H 0.541233 -2.804619 8.499434 0.022 -0.008 0.058
H -1.579167 -1.998119 7.545034 -0.050 0.000 0.013
H -1.737567 -1.489519 5.131534 -0.114 0.035 -0.018
H -0.969667 2.932481 1.143734 -0.042 0.023 -0.105
H 2.958833 0.923281 -1.283266 -0.106 0.016 0.130
H 2.214833 0.986681 0.331334 0.113 0.086 -0.153
H 3.069333 3.219281 -0.636866 -0.001 0.168 0.008
H 1.422933 3.199281 0.019034 -0.111 0.207 0.031
H -1.817467 3.466581 -3.402066 -0.036 -0.107 0.005
H -3.934967 4.206281 -2.404166 -0.064 -0.053 -0.038
H -3.940767 5.387781 -0.235166 -0.097 0.045 0.031
H -1.798767 5.907781 0.878234 0.007 0.010 0.087
H 0.319033 5.168481 -0.119666 0.026 0.021 0.031
H -0.281167 0.908781 -3.384766 -0.108 0.014 0.056
H -2.228367 0.507581 -4.837666 0.124 -0.012 -0.094
H -4.480867 0.584281 -3.862566 -0.002 0.013 0.043
H -4.813767 1.182181 -1.495766 -0.178 0.023 0.133
H -2.878867 1.478381 -0.024066 -0.065 0.035 0.023
C 3.441433 -1.049319 1.492634 -0.408 -0.383 -0.659
Si 3.306133 -2.194619 -0.055466 0.495 -0.691 0.504
C 5.184233 -2.565019 -0.319066 -0.729 0.156 -0.199
C 2.534233 -3.883319 0.391034 0.164 0.772 -0.014
N 2.391933 -1.613419 -1.420566 0.379 -0.578 1.030
C 2.838833 -1.324719 -2.671066 0.329 0.121 -0.699
C 1.904333 -1.235019 -3.723866 0.119 -0.058 0.229
C 2.277533 -0.937819 -5.015166 -0.029 0.038 -0.047
C 3.611333 -0.736319 -5.331666 0.045 0.016 -0.133
C 4.549133 -0.810019 -4.315566 0.094 0.068 -0.098
C 4.181533 -1.076119 -3.012466 -0.103 0.065 0.106
H 3.855433 -1.622619 2.317134 0.138 -0.263 0.121
H 2.478033 -0.678819 1.818234 -0.185 0.107 0.118
H 4.098033 -0.197219 1.334734 0.116 0.107 -0.181
H 5.527433 -3.176619 0.510934 -0.055 -0.144 0.232
H 5.794033 -1.664719 -0.322366 0.062 0.167 -0.044
H 5.375233 -3.114619 -1.234466 0.073 -0.127 -0.204
H 2.909333 -4.261519 1.337234 0.071 -0.058 0.242
H 2.751233 -4.624119 -0.375066 0.089 -0.002 -0.220
H 1.456033 -3.781819 0.482334 -0.103 -0.015 0.037
H 0.862233 -1.449819 -3.512666 0.059 0.038 -0.284
H 1.519233 -0.878419 -5.781666 -0.103 -0.015 -0.109
H 3.913233 -0.532519 -6.346766 0.039 0.052 -0.129
H 5.593733 -0.646619 -4.539966 0.132 0.034 -0.026
H 4.934633 -1.088119 -2.243066 0.082 -0.008 0.064
F -6.635767 -1.913019 -0.704966 0.362 0.191 -0.086
C -5.376367 -1.780919 -1.175466 -0.510 -0.184 -0.692
C -4.299767 -1.886019 -0.271266 0.493 -0.163 0.619
F -4.539867 -1.986819 1.056234 0.000 0.023 -0.551
C -3.011567 -1.940919 -0.776466 0.341 -0.152 0.180
F -1.973367 -2.186919 0.064134 -1.053 0.003 -0.051
C -2.718167 -1.827019 -2.123366 -0.137 -0.159 0.558
S -1.168067 -2.278419 -2.683566 0.452 -0.317 -0.321
C -3.787467 -1.302519 -3.025566 -0.079 0.635 0.023
F -3.659567 -1.786319 -4.315266 -0.062 -0.153 -0.058
C -5.142467 -1.609819 -2.503566 -0.500 0.021 0.295
F -6.169367 -1.475819 -3.381566 0.363 -0.058 0.404
```
Forces are in eV/Å.